This record from OMol25 describes a cluster of 2 separate species, C5H10O in total at a distorted geometry. The level of theory is ωB97M-V with the def2-TZVPD basis set.

Summary:
2S+1: 1
Lowest unoccupied orbital energy, hartree: 0.004
Molecular weight, g/mol: 86.13
Frontier orbital gap, eV: 8.88
ΔE to the lowest compared entry with this formula, charge and spin, kJ/mol: 358.39
Highest occupied orbital energy, eV: -8.78
SMILES: C=CCC.C=O

```
16
Properties=species:S:1:pos:R:3:forces:R:3:lowdin_charge:R:1
C -1.191041 1.245537 0.054162 0.0110 0.1934 -0.1302 -0.11
C -1.090379 -0.232514 -0.264580 -0.3521 0.2639 -0.6118 -0.27
C 0.359419 -1.203094 1.210685 0.3793 -0.4079 0.4028 0.02
C 0.227880 -0.980768 -0.092583 -1.4257 -0.8856 0.8457 -0.26
C 1.859498 0.418914 -0.744222 0.9216 0.5185 -0.2613 -0.23
O 2.779118 -0.366568 -0.797621 -0.1472 0.5670 -0.1669 -0.03
H -0.539698 1.841910 -0.587045 -0.1012 0.0803 0.0373 0.06
H -0.950493 1.477427 1.100679 0.0058 -0.1558 -0.2353 0.08
H -2.226808 1.550140 -0.113931 0.1316 0.1704 0.0179 0.08
H -1.393048 -0.475393 -1.276623 -0.3381 0.4307 -0.3813 0.11
H -1.800597 -0.765705 0.386818 0.0248 0.3112 -0.4850 0.11
H 0.403299 -2.200703 1.602197 1.4650 -0.2462 0.4913 0.07
H 0.117000 -0.383399 1.885957 -0.5125 -0.3955 0.1063 0.08
H 0.544131 -1.694739 -0.855437 -0.3358 0.0036 0.3220 0.12
H 1.255956 0.700621 -1.635518 0.0463 -0.2651 0.0358 0.10
H 1.645767 1.068339 0.127064 0.2273 -0.1827 0.0127 0.09
```
Positions in Å, forces in eV/Å.

This record from OMol25 describes a structure of composition C30H65BeBr2Cl2N3Na2O14PS at a distorted geometry. The level of theory is ωB97M-V with the def2-TZVPD basis set.

Summary:
2S+1: 1
Lowest unoccupied orbital energy, hartree: -0.206
Molecular weight, g/mol: 1040.60
Frontier orbital gap, eV: 1.51
Net charge: +1
Highest occupied orbital energy, eV: -7.12

```
121
Properties=species:S:1:pos:R:3:forces:R:3:lowdin_charge:R:1
C 4.219028 1.993247 1.360843 0.7533 0.1344 0.0048 -0.09
C 5.218739 1.385908 0.375084 -0.1861 0.0222 0.5842 -0.22
C 5.503496 -0.084174 0.679609 0.3713 0.1617 -0.4037 -0.19
N 4.941850 -1.060423 -0.252043 -0.3755 1.2831 -0.0991 0.04
C 3.592854 -1.497268 -0.010004 0.3418 -1.6483 0.0688 -0.50
C 3.320252 -2.230086 1.299040 1.3426 1.3770 0.8539 -0.13
C 4.175076 -3.452391 1.617541 -0.9096 -0.4773 -0.8698 -0.14
C 3.429144 -4.668700 1.042308 0.4962 -0.2540 1.2844 -0.19
C 1.995821 -4.716543 1.562055 -0.1332 -0.1966 -0.9802 -0.18
C 1.026309 -3.989373 0.610776 -0.4196 -0.4605 0.5986 -0.26
C -0.442754 -4.353192 0.738487 0.0238 1.1530 -0.7081 -0.31
C -1.235569 -3.071086 0.998159 -0.2284 -0.4001 -0.4880 -0.28
C -2.714882 -3.118230 0.623570 0.7751 0.8931 0.3737 -0.17
C -3.257191 -1.696129 0.375132 0.0737 -1.1827 -0.4906 -0.20
C -3.390273 -1.294642 -1.104707 -0.2136 0.4524 0.5648 -0.15
C -4.403650 -0.118685 -1.194815 0.8225 -0.9100 -0.0814 -0.22
O -4.624224 0.334387 0.111521 -0.6937 1.3510 -0.1724 -0.22
C -4.476792 1.701429 0.423002 -0.3904 -0.6152 0.6252 -0.09
C 3.318654 -2.591688 -1.060120 -0.5240 0.2756 0.5670 -0.05
N 2.545896 -2.104977 -2.222786 1.2554 -0.1777 -1.0191 0.11
C 2.801438 -0.670798 -2.498971 -0.4298 0.6074 0.2469 -0.11
C 2.410689 0.166346 -1.297666 0.1100 0.3185 -0.2111 -0.24
O 2.632233 -0.482305 -0.040629 0.1073 0.3672 -0.6258 -0.04
H 4.809184 2.309198 2.210093 -0.0891 0.1189 0.4766 0.04
H 3.508837 1.272482 1.736919 -0.5298 -0.0589 -0.1902 0.07
H 3.768620 2.887932 0.953462 -0.4825 0.1194 -0.1684 0.05
H 6.142527 1.910506 0.566065 0.4528 0.2505 -0.1857 0.10
H 4.971717 1.587945 -0.655924 -0.2410 -0.2599 -0.3992 0.08
H 6.572498 -0.210195 0.619147 0.4368 -0.2121 0.0156 0.12
H 5.245449 -0.259909 1.720270 -0.1724 -0.2966 0.2370 0.11
H 5.564340 -1.834360 -0.393891 0.0619 -0.2199 0.1188 0.11
H 3.401641 -1.519935 2.108883 0.0945 0.4680 0.2431 0.12
H 2.288373 -2.506190 1.246138 0.4406 0.2986 0.5485 0.06
H 5.206814 -3.444218 1.286145 0.2941 0.4133 -0.2767 0.11
H 4.220361 -3.541978 2.690380 -0.0102 -0.1961 0.4364 0.11
H 3.382994 -4.658077 -0.030970 0.3613 -0.4736 -0.1984 0.08
H 3.953910 -5.576579 1.308917 0.1563 -0.2955 0.1311 0.11
H 1.714667 -5.756584 1.610450 -0.4238 -0.3539 -0.1019 0.11
H 1.923840 -4.333844 2.572310 0.0185 0.2536 0.3459 0.07
H 1.343113 -4.182870 -0.410885 -0.2678 -0.4662 -0.2233 0.09
H 1.069419 -2.911239 0.749090 -0.3062 -0.1459 -0.2243 0.07
H -0.701419 -4.833372 -0.228661 -0.3873 0.0501 0.9998 -0.06
H -0.549888 -5.051086 1.551178 -0.3994 -0.5905 0.1545 0.07
H -1.125088 -2.792534 2.060041 -0.1397 0.3414 -0.2555 -0.07
H -0.799101 -2.245619 0.433904 0.2741 0.1521 -0.1313 0.10
H -3.226155 -3.553606 1.468876 -0.5218 -0.4231 0.0033 0.11
H -2.805516 -3.736225 -0.254876 -0.3160 -0.4094 -0.2281 0.11
H -2.600125 -0.980975 0.846106 0.1002 0.2997 0.4161 0.10
H -4.227293 -1.603086 0.830668 -0.2254 -0.0454 0.2190 0.11
H -2.422876 -0.996894 -1.498032 0.2581 -0.0159 -0.1407 0.09
H -3.752668 -2.125961 -1.689718 -0.0558 -0.3235 -0.2393 0.10
H -4.057471 0.653137 -1.879113 0.1276 0.4080 0.0692 0.10
H -5.320920 -0.513049 -1.608023 -0.5607 0.0197 -0.0359 0.11
H -5.223343 1.900642 1.179986 -0.3006 0.2119 0.2266 0.08
H -3.524290 1.869596 0.915236 0.4985 0.2175 -0.2346 0.08
H -4.658897 2.399730 -0.385182 0.1695 -0.0050 -0.4944 0.07
H 2.704158 -3.330984 -0.600618 -0.2013 0.1103 -0.2867 0.05
H 4.217203 -3.100778 -1.351575 0.4501 0.0648 -0.5802 0.15
H 1.558292 -2.317694 -2.122818 -0.2868 0.1524 0.3187 0.19
H 2.863957 -2.639805 -3.027941 -0.2148 -0.1381 -0.1272 0.19
H 3.818370 -0.471937 -2.795852 0.5365 -0.6176 0.1719 0.13
H 2.188605 -0.411602 -3.338374 -0.4373 0.3218 -0.4601 0.12
H 1.338426 0.337332 -1.360295 -0.2721 0.0372 0.2378 0.11
H 2.855305 1.192694 -1.458960 -0.1132 -1.6286 0.9105 -0.09
C 0.467883 6.156250 -0.495147 0.0055 -0.0553 0.5431 -0.13
C 1.108750 4.853529 -0.075979 0.5589 0.2841 -0.1760 -0.18
O 0.031534 3.881598 -0.171318 -0.7180 0.5699 -0.2153 -0.17
S -0.937118 4.242167 -1.359361 2.1845 -1.2748 0.6016 0.57
O -0.573097 3.479097 -2.504637 -1.0956 0.6172 -0.2630 -0.27
O -2.275353 4.299523 -0.883792 -0.5802 0.4146 -0.2800 -0.23
O -0.431955 5.773422 -1.581497 -0.2119 0.3545 -0.1500 -0.29
H -0.131014 6.586943 0.311629 -0.0968 0.0179 -0.0423 0.13
H 1.191190 6.888517 -0.841962 -0.0405 -0.0892 -0.2986 0.15
H 1.492358 4.888203 0.938067 -0.2815 -0.2061 0.1533 0.15
H 1.908291 4.558582 -0.760968 -0.0807 -0.2421 -0.0848 -0.01
Cl -0.325193 -6.814257 -0.991318 0.2850 -0.3487 -0.5236 -0.53
O 5.079905 2.320713 4.829220 0.1497 0.3330 0.1915 -0.41
P 6.598829 2.230254 4.687812 -1.6469 0.2782 0.2871 -0.11
O 7.257869 2.101346 6.055897 0.3677 -0.2522 -0.1769 -0.11
O 7.143367 3.465525 3.979913 0.3466 -0.2147 -0.2178 -0.12
O 7.020146 1.021661 3.867895 0.5984 0.1358 0.0382 -0.05
Na 4.201206 3.898431 5.936022 0.2009 -0.3257 -0.0934 0.80
Na -2.338938 7.141287 -1.787878 -0.0201 -0.2551 0.1834 0.85
C -1.808781 1.981388 -7.727153 0.8451 0.0187 0.2536 0.03
C -1.911178 3.244629 -6.944862 -0.9636 0.1288 -0.5382 -0.40
O -2.636999 4.164034 -7.142124 0.1750 0.0239 0.0255 0.17
N -1.068228 3.381578 -5.704120 0.3050 0.2521 -0.1598 0.09
C 0.136139 4.270622 -5.940870 0.2408 -0.2268 0.2398 0.05
H -1.800617 2.214058 -8.790025 -0.2410 0.0239 -0.0022 0.09
H -0.889469 1.448891 -7.476072 -0.0848 -0.1134 -0.0453 0.10
H -2.664886 1.344460 -7.498034 -0.0582 0.0600 -0.0495 0.12
H -0.783076 2.470143 -5.345076 0.0843 0.0600 0.3228 0.18
H -1.677136 3.863633 -5.042547 0.1386 -0.3355 0.3775 0.16
H 0.677478 3.909473 -6.811065 -0.0232 -0.0216 0.0001 0.11
H 0.763555 4.211425 -5.054173 0.0733 -0.0798 0.0700 0.09
H -0.204384 5.289073 -6.091223 -0.1573 -0.0536 -0.1387 0.11
Be -0.512949 -3.434425 3.889826 0.1402 -0.1367 0.4316 0.43
Cl 2.519158 2.948164 -2.177468 -0.0795 1.4169 -1.0150 -0.08
C -3.183227 -2.575016 6.213964 -0.0925 0.2909 0.2050 -0.10
C -2.824424 -3.729697 7.123024 -0.1203 -0.1457 -0.4519 -0.22
O -2.258998 -3.274993 8.361904 0.0356 -0.0376 0.0528 0.04
C -3.132084 -2.806681 9.249871 0.0962 -0.0290 -0.0601 -0.61
O -4.326593 -2.751141 9.115822 -0.0488 0.0245 0.0182 0.12
O -2.450965 -2.403599 10.324983 0.0010 0.0271 0.0405 0.00
C -3.259960 -1.803234 11.337667 -0.0060 0.0587 0.2138 -0.04
H -2.318250 -1.927427 6.062278 0.0615 -0.0995 -0.0948 0.05
H -3.523363 -2.942683 5.245804 0.0464 -0.0385 -0.0054 0.07
H -3.975212 -1.964906 6.648182 -0.0726 -0.0935 0.0138 0.07
H -2.056653 -4.343820 6.655621 0.1420 0.0415 0.1655 0.10
H -3.683967 -4.370688 7.314872 -0.0544 0.0989 0.1368 0.13
H -4.083751 -2.454729 11.618777 -0.0590 0.0144 -0.0934 0.10
H -3.640258 -0.841943 10.995094 -0.0998 -0.0463 -0.0346 0.10
H -2.618072 -1.647437 12.199794 0.1256 -0.0428 -0.0815 0.09
Br -8.238551 3.047766 -9.788715 0.0698 -0.0637 0.0330 0.64
C -6.784165 3.057813 -8.501883 -0.2796 0.1370 -0.1174 -0.71
C -5.531065 3.656179 -9.085556 0.0898 -0.1573 0.0258 -0.69
Br -4.646137 2.415321 -10.298829 0.0275 0.0562 0.0145 0.63
H -6.647244 2.032520 -8.173433 0.0573 -0.0073 0.0010 0.05
H -7.140196 3.660712 -7.668969 0.0565 0.0266 0.0076 0.06
H -4.805553 3.864573 -8.305807 0.0185 0.0247 0.0608 0.02
H -5.722313 4.562534 -9.650022 -0.0590 -0.0052 -0.0203 0.05
```
Positions in Å, forces in eV/Å.

This record from OMol25 describes the molecule C3H8N2 at a distorted geometry. The level of theory is ωB97M-V with the def2-TZVPD basis set.

Summary:
2S+1: 1
Lowest unoccupied orbital energy (alpha / beta), hartree: -0.020 / 0.017
Molecular weight, g/mol: 72.11
Frontier orbital gap (alpha / beta), eV: 6.50 / 9.06
ΔE to the lowest compared entry with this formula, charge and spin, kJ/mol: 523.19
Highest occupied orbital energy (alpha / beta), eV: -7.04 / -8.60

```
13
Properties=species:S:1:pos:R:3:forces:R:3:lowdin_charge:R:1
C 1.813015 -0.001698 0.123172 0.8708 -0.2653 0.3037 -0.06
C -1.453128 -0.728797 0.124477 0.1307 -0.0914 -0.4432 -0.07
N 0.836500 0.021585 -0.803215 -1.7403 0.4972 0.4715 -0.05
C -0.419382 0.405216 0.115509 1.8641 -2.2084 -0.0042 -0.59
N -0.882786 1.637484 0.060990 -0.0844 0.9735 0.0119 0.11
H 0.742936 -0.798929 -1.386978 -0.1191 0.0228 0.1297 0.11
H -0.316347 2.213118 -0.558610 -0.0349 -0.0262 -0.0044 0.04
H 2.616149 -0.734887 0.114698 -0.0929 0.0597 -0.2448 0.07
H 1.997143 0.903309 0.687269 -0.1351 -0.0042 0.0225 0.07
H 0.212363 0.052125 1.124678 -0.7345 0.9811 -0.1827 0.15
H -2.259681 -0.452767 0.799966 0.0858 0.0903 0.0326 0.08
H -1.879642 -0.853185 -0.873511 0.0030 -0.0550 0.0201 0.07
H -1.007141 -1.662574 0.471556 -0.0132 0.0258 -0.1129 0.07
```
Positions in Å, forces in eV/Å.

This record from OMol25 describes a cluster of 7 separate species, C17H34Br10N2O in total at a distorted geometry. The level of theory is ωB97M-V with the def2-TZVPD basis set.

Summary:
2S+1: 1
Lowest unoccupied orbital energy, hartree: 0.001
Molecular weight, g/mol: 1081.51
Frontier orbital gap, eV: 9.39
Highest occupied orbital energy, eV: -9.35
SMILES: CN(C)C=O.BrCCBr.BrCCBr.BrCCBr.BrCCBr.BrCCBr.CCCC#N

```
64
Properties=species:S:1:pos:R:3:forces:R:3:lowdin_charge:R:1
C -5.267533 8.312510 -1.804353 1.8547 -1.4137 3.5827 -0.38
O -5.716631 8.946965 -2.677559 -1.6583 1.3402 -2.6936 0.08
N -5.847428 7.357550 -1.018999 -1.5034 -0.2106 -0.7440 -0.20
C -5.260661 6.958566 0.221562 1.2516 0.9302 0.2466 -0.08
C -7.248063 7.052022 -1.142855 -0.6742 -1.2389 -0.4284 -0.06
H -4.264210 8.468797 -1.378766 0.5486 0.2079 -0.4179 0.13
H -5.249981 5.903785 0.496207 -0.4304 -0.1021 -0.5253 0.09
H -5.689292 7.543717 1.035172 -0.1359 -0.1387 0.2743 0.09
H -4.218864 7.266362 0.131983 0.1988 -0.1326 0.3876 0.08
H -7.824846 7.284096 -0.247553 0.0898 0.4463 0.0777 0.09
H -7.751865 7.428152 -2.033252 0.4749 0.5913 0.1310 0.09
H -7.345368 5.972301 -1.256114 -0.0110 -0.2817 0.1090 0.08
C 5.814755 -5.661972 -1.133371 0.7231 -0.2064 0.7504 -0.11
C 6.379863 -5.199689 -2.469520 0.4161 0.5089 1.1961 -0.27
C 5.394367 -5.473948 -3.553783 0.4304 -0.2721 -2.1929 -0.22
C 4.080628 -4.881219 -3.433472 -2.1623 0.7774 1.1568 -0.23
N 3.047635 -4.368346 -3.277877 1.6614 -0.8253 -0.4074 0.14
H 5.753274 -6.749750 -1.101335 -0.1357 -0.1075 -0.1530 0.08
H 4.842112 -5.275531 -0.828860 0.0125 0.2397 -0.4045 0.07
H 6.520110 -5.404789 -0.343159 -0.0296 0.0836 0.1274 0.07
H 7.344688 -5.683690 -2.621044 -0.2598 -0.6359 -0.3845 0.11
H 6.735959 -4.170041 -2.436591 -0.7196 0.3927 0.0370 0.11
H 5.361856 -6.542431 -3.766849 -0.5415 -0.1661 0.3786 0.13
H 5.697523 -5.096700 -4.530454 0.5983 0.2198 -0.1017 0.12
Br 4.932180 -0.719134 2.461364 -0.0798 0.2002 0.4606 0.61
C 5.180885 -0.516638 4.397103 -0.4351 -1.1068 0.4485 -0.69
C 6.644063 -0.610241 4.681195 1.5858 0.3500 0.2321 -0.70
Br 7.070308 -0.329397 6.612758 -0.3451 0.0788 -0.7829 0.56
H 4.695906 -1.370237 4.870668 -0.1060 -0.0865 -0.2769 0.05
H 4.645489 0.342587 4.801077 0.4867 0.3197 -0.4986 0.06
H 7.253792 0.068431 4.084753 -0.2774 0.5633 0.3986 0.05
H 7.150534 -1.553634 4.477225 -0.8323 -0.3226 0.0151 0.05
Br 0.145829 4.050393 -3.124810 -0.8766 -0.8395 -0.2607 0.54
C -0.276629 2.846059 -4.681537 0.0177 0.2685 0.7026 -0.63
C 0.990283 2.876719 -5.468377 0.6805 -0.4787 -0.6915 -0.75
Br 1.265407 4.661483 -6.197954 0.2602 -0.3377 -0.2215 0.59
H -1.173059 3.207137 -5.185662 0.3663 0.4436 -0.0144 0.06
H -0.534468 1.838151 -4.356387 0.3682 0.0929 0.4891 0.07
H 1.071649 2.156171 -6.282194 -0.7348 0.2241 -0.3569 0.06
H 1.851923 2.569474 -4.875679 -0.0826 0.6231 0.3593 0.05
Br -2.041902 0.628546 2.480597 -0.1557 -1.3522 -0.8074 0.52
C -2.856466 -1.142775 1.879320 -1.1111 0.0565 -0.4322 -0.63
C -1.893645 -2.243370 1.430990 0.4425 1.1381 1.0354 -0.64
Br -2.712590 -4.071297 1.189303 0.5638 1.6452 0.3799 0.56
H -3.538084 -0.958565 1.048921 -0.1056 0.5975 0.3257 0.05
H -3.420755 -1.367890 2.784304 0.1195 -0.3747 -0.3034 0.04
H -1.180677 -2.157109 2.250954 0.4792 -1.3733 -0.2147 0.05
H -1.388642 -1.960142 0.507491 -0.2275 -0.3370 0.0149 0.06
Br -1.001261 5.608549 9.109353 0.2852 0.4465 -0.6689 0.58
C -0.774060 6.763414 7.492437 0.5574 -1.5319 0.1966 -0.71
C -1.907650 7.647511 7.420961 -1.6998 2.3477 0.0565 -0.72
Br -1.777857 8.576595 5.676608 -0.0852 -0.0072 0.2432 0.60
H -0.799388 6.133218 6.603438 0.6662 -0.2743 0.3773 0.05
H 0.112120 7.387481 7.607846 0.2195 -0.6820 -0.0773 0.07
H -1.795896 8.427123 8.174501 -0.3393 0.0658 -0.1094 0.06
H -2.927017 7.263275 7.457592 0.3943 -0.3663 -0.0211 0.06
Br 0.199161 -11.660130 -4.197008 -0.9453 0.2310 -0.2446 0.57
C -1.736347 -11.236132 -4.419839 0.0902 0.7098 0.1721 -0.71
C -2.301539 -10.768770 -3.084870 -0.4510 -0.9049 -0.1874 -0.65
Br -4.225514 -10.377041 -3.502570 0.8899 -0.0308 0.5167 0.58
H -2.253462 -12.088797 -4.859910 0.2626 -0.2069 0.5316 0.05
H -1.904447 -10.428538 -5.132333 0.7456 0.0184 -0.0876 0.05
H -1.811185 -9.913937 -2.619139 -0.2368 0.2063 -0.5737 0.06
H -2.265020 -11.565258 -2.341649 -0.3527 -0.0199 -0.1264 0.05
```
Positions in Å, forces in eV/Å.